1.
Density functional theory data (ωB97M-V/def2-TZVPD) for a 2-piece molecular cluster, C3H6N2 overall.

Positions of all 11 atoms, in Å:
C -0.021 -2.433 2.048
C 0.025 0.955 0.518
C 0.070 0.777 -1.810
N -0.004 -2.913 3.103
N 0.040 0.168 -0.465
H 0.321 2.044 0.568
H -0.065 -1.845 1.149
H -0.341 0.440 1.484
H 0.345 0.022 -2.627
H -1.003 1.067 -1.991
H 0.632 1.718 -1.977

## Properties
**HOMO-LUMO gap**: 11.139 eV
**Structure (SMILES)**: C=NC.C#N
**E_HOMO**: -10.33 eV

2.
Density functional theory data (ωB97M-V/def2-TZVPD) for a single C3H6N2 molecule.

Positions of all 11 atoms, in Å:
C 0.105 0.252 0.039
C -1.287 -0.370 0.154
C -2.496 0.229 -0.087
H 2.304 1.023 0.465
H 3.036 -0.500 0.186
H 0.073 1.383 0.254
H -1.385 -1.505 0.146
H -3.401 -0.464 -0.012
H -2.633 1.327 -0.269
N 2.301 0.184 -0.091
N 1.137 -0.460 -0.110

## Properties
**HOMO-LUMO gap**: 9.522 eV
**Structure (SMILES)**: C=C/C=N/N
**E_HOMO**: -8.52 eV

3.
Density functional theory data (ωB97M-V/def2-TZVPD) for a single C3H6N2 molecule.

Positions of all 11 atoms, in Å:
C -0.037 0.118 0.157
C -1.136 -0.613 0.072
C -1.542 -1.359 1.166
H 2.231 1.197 0.274
H 2.237 1.154 -1.434
H 0.383 0.386 1.079
H -1.828 -0.463 -0.861
H -2.420 -1.823 1.025
H -1.165 -1.182 2.129
N 1.759 1.177 -0.679
N 0.649 0.517 -0.833

## Properties
**HOMO-LUMO gap**: 8.924 eV
**Structure (SMILES)**: C=C/C=N/N
**E_HOMO**: -7.95 eV

4.
Density functional theory data (ωB97M-V/def2-TZVPD) for a single C3H6N2 molecule.

Positions of all 11 atoms, in Å:
C -0.842 -0.723 1.166
C 0.366 -0.677 0.261
N 0.436 1.170 -1.649
C 0.706 0.477 -0.513
N 1.528 0.324 0.431
H -0.668 -1.330 2.061
H -1.157 0.278 1.478
H -1.671 -1.182 0.610
H 0.674 -1.656 -0.119
H 1.138 1.813 -1.979
H -0.511 1.507 -1.748

## Properties
**HOMO-LUMO gap**: 10.218 eV
**Structure (SMILES)**: C[C@@H]1N=C1N
**E_HOMO**: -9.33 eV

Which of them is least stable? Easy: 3.

1.
Density functional theory data (ωB97M-V/def2-TZVPD) for a single C3H6N2 molecule.

Positions of all 11 atoms, in Å:
C 1.521 -1.265 -0.282
N 0.532 -0.300 0.122
C -1.816 1.748 0.163
C -1.394 0.565 -0.178
N -0.790 -0.487 -0.421
H 1.273 -2.312 -0.066
H 2.420 -0.975 0.268
H 1.736 -1.138 -1.343
H 0.420 -0.321 1.126
H -2.222 1.924 1.151
H -1.681 2.561 -0.540

## Properties
**HOMO-LUMO gap**: 9.938 eV
**Structure (SMILES)**: C=C=NNC
**E_HOMO**: -8.86 eV

2.
Density functional theory data (ωB97M-V/def2-TZVPD) for a single C3H6N2 molecule.

Positions of all 11 atoms, in Å:
C -0.992 -0.029 -0.011
C 0.186 0.963 -0.011
C 1.361 0.022 -0.023
H -1.667 0.062 -0.883
H -1.629 0.080 0.877
H 0.142 1.604 0.895
H 0.182 1.652 -0.857
H 2.373 0.356 0.042
H -0.695 -2.217 -0.028
N 1.040 -1.204 -0.005
N -0.302 -1.290 0.002

## Properties
**HOMO-LUMO gap**: 9.033 eV
**Structure (SMILES)**: C1=NNCC1
**E_HOMO**: -7.86 eV

Which of them is least stable? Easy: 1.

1.
Density functional theory data (ωB97M-V/def2-TZVPD) for a single C3H6N2 molecule.

Positions of all 11 atoms, in Å:
C 1.193 0.649 -0.183
C -0.785 0.113 0.701
C -0.915 -0.321 -0.718
H 1.102 -1.053 0.243
H 1.897 1.515 -0.316
H -1.780 0.368 1.250
H 0.100 -0.296 1.279
H -0.396 -1.299 -0.755
H -2.067 -0.191 -1.101
N 1.853 -0.422 -0.049
N -0.201 0.937 -0.351

## Properties
**HOMO-LUMO gap**: 11.212 eV
**Structure (SMILES)**: [H]/N=C\N1CC1
**E_HOMO**: -10.23 eV

2.
Density functional theory data (ωB97M-V/def2-TZVPD) for a single C3H6N2 molecule.

Positions of all 11 atoms, in Å:
C 1.132 0.092 -0.632
C -0.440 -0.663 1.461
N -0.148 0.377 0.039
C -1.205 0.719 -0.724
N -2.132 1.010 -1.349
H 1.868 -0.079 0.152
H 1.435 0.935 -1.252
H 1.032 -0.807 -1.238
H -1.525 -0.782 1.386
H 0.037 -1.587 1.121
H -0.054 0.784 1.036

## Properties
**HOMO-LUMO gap**: 9.286 eV
**E_HOMO**: -8.66 eV

3.
Density functional theory data (ωB97M-V/def2-TZVPD) for a single C3H6N2 molecule.

Positions of all 11 atoms, in Å:
C -1.470 1.199 0.342
C 1.491 -0.364 -0.466
C 0.283 -1.031 0.140
H -2.172 0.273 0.185
H -1.993 2.060 0.729
H 2.250 0.196 0.169
H 1.903 -0.920 -1.272
H -0.186 -1.978 -0.195
H -0.043 -0.831 1.199
N -0.314 1.252 -0.107
N 0.250 0.143 -0.724

## Properties
**HOMO-LUMO gap**: 10.225 eV
**Structure (SMILES)**: C=NN1CC1
**E_HOMO**: -9.00 eV

4.
Density functional theory data (ωB97M-V/def2-TZVPD) for a single C3H6N2 molecule.

Positions of all 11 atoms, in Å:
C 1.104 0.140 -0.080
C -0.934 -0.873 0.049
C -1.067 0.600 -0.290
H 2.808 0.267 0.488
H 0.850 0.688 0.933
H -1.863 -1.375 -0.438
H -0.468 -1.246 1.044
H -0.968 1.270 0.514
H -1.656 1.147 -0.956
N 2.276 -0.284 -0.452
N -0.082 -0.334 -0.813

## Properties
**HOMO-LUMO gap**: 10.615 eV
**Structure (SMILES)**: [H]/N=C/N1CC1
**E_HOMO**: -9.73 eV

Which of them is least stable? Easy: 2.

1.
Density functional theory data (ωB97M-V/def2-TZVPD) for a 18-piece molecular cluster, H37O18 overall.

Positions of all 55 atoms, in Å:
O -1.172 -0.295 0.649
H -2.041 0.038 1.182
H -0.736 0.450 0.296
O 1.572 1.873 -0.021
H 1.521 0.917 -0.036
O -2.305 -0.885 4.031
H -2.442 -0.508 4.959
H -1.512 -1.359 4.047
O -1.407 1.284 4.062
H -0.751 1.045 3.536
H -1.133 2.090 4.378
O 0.327 -3.772 -0.067
H -0.547 -3.854 -0.602
H 0.931 -3.808 -0.691
O -2.062 -2.162 -1.006
H -1.987 -1.372 -0.434
H -3.006 -2.456 -1.077
O -1.358 2.949 0.586
H -1.758 3.318 -0.253
H -2.039 2.450 1.035
O -0.459 -0.441 -2.358
H -1.162 -0.965 -2.136
H 0.187 -0.652 -1.589
O 4.325 1.820 0.458
H 4.533 0.992 0.977
H 5.202 2.167 0.248
O -0.165 -2.079 2.630
H -0.195 -3.016 2.978
H -0.959 -1.853 2.086
O -4.887 2.730 0.356
H -4.325 2.332 1.006
H -5.811 2.863 0.674
O -3.319 0.198 1.975
H -3.894 -0.489 2.256
H -2.570 0.324 2.669
O 1.905 -0.524 -0.656
H 2.115 -1.193 0.101
H 2.853 -0.478 -1.001
O 1.514 -1.028 -4.405
H 0.874 -1.341 -5.126
H 0.825 -1.017 -3.707
O 0.765 1.566 -4.149
H 0.636 1.543 -5.129
H 1.134 0.665 -4.033
O 0.175 2.700 -1.867
H 0.058 1.823 -2.312
H 0.739 3.213 -2.426
O 2.341 -1.342 1.947
H 2.947 -1.181 2.638
H 1.493 -1.708 2.369
O 4.024 -1.877 -2.386
H 4.373 -2.591 -2.882
H 3.277 -1.587 -2.872
H 0.949 2.364 -0.780
H 2.409 2.117 -0.126

## Properties
**HOMO-LUMO gap**: 10.981 eV
**E_HOMO**: -13.45 eV
**Net charge**: +1

2.
Density functional theory data (ωB97M-V/def2-TZVPD) for a 18-piece molecular cluster, H37O18 overall.

Positions of all 55 atoms, in Å:
O 4.818 2.838 -1.831
H 0.862 -1.355 -3.305
H 5.627 3.089 -1.191
O -2.279 2.469 2.868
H -2.087 -0.937 -2.141
O -1.546 4.468 -0.716
H -0.721 5.104 -0.616
H 0.148 1.618 3.212
O -3.955 -0.087 -1.871
H -3.016 2.466 2.252
H -4.555 -0.862 -1.731
O -4.351 -2.955 -0.057
H -3.805 -3.710 -0.202
H -5.360 -3.182 -0.026
O -1.573 -1.205 -1.431
H -0.710 -1.274 -1.796
H -0.586 0.493 1.860
O -3.125 -0.344 1.094
H 6.289 -1.415 0.675
H 5.535 -0.121 -2.827
O 2.831 3.466 0.199
H 2.639 4.359 0.150
H 3.272 3.152 -0.661
O -2.069 -4.307 -0.744
H -1.303 -4.236 -1.356
H -1.455 0.303 3.106
O -0.419 0.669 2.838
H -3.804 -0.863 1.635
H -4.231 0.372 -2.727
O -1.296 -1.459 2.174
H -0.868 -1.772 2.979
H -1.226 -2.098 1.475
O 1.135 -5.638 0.573
H 0.659 -4.875 0.330
H 0.465 -6.196 0.719
O 1.081 -1.498 -2.277
H -2.436 -3.425 -0.778
H 1.462 -0.591 -2.017
O 0.447 1.126 -0.263
H 0.615 0.237 0.158
H -0.293 1.060 -0.891
O -2.020 2.003 -2.307
H -1.672 2.553 -1.516
H -1.898 1.023 -2.287
O 1.481 1.576 3.563
H 5.130 1.885 -1.936
H 1.388 0.778 3.927
O 5.473 -1.069 0.491
H -2.397 5.021 -0.582
H 5.560 -0.132 0.421
O 5.422 0.139 -1.888
H -1.671 2.593 2.089
H 5.273 -0.714 -1.316
H -2.774 -0.877 0.390
H 1.885 2.336 4.107

## Properties
**HOMO-LUMO gap**: 9.907 eV
**E_HOMO**: -12.84 eV
**Net charge**: +1

3.
Density functional theory data (ωB97M-V/def2-TZVPD) for a 18-piece molecular cluster, H37O18 overall.

Positions of all 55 atoms, in Å:
O -1.787 -1.158 2.546
H -3.337 1.050 0.289
H 1.183 2.590 1.168
O 1.979 2.031 1.081
H -2.110 -1.765 1.871
O 0.093 0.307 1.234
H 0.026 -0.643 1.310
H -0.759 0.727 1.112
O 5.039 1.872 -1.314
H 4.923 2.689 -1.814
H 5.977 1.939 -1.094
O -4.921 -0.802 2.771
H -5.673 -0.206 2.861
H -5.069 -1.375 3.530
O 0.527 -4.284 0.506
H 1.001 -4.579 -0.274
H -0.101 -4.924 0.841
O -2.456 2.876 -2.653
H -2.901 2.428 -1.922
H -3.068 2.596 -3.347
O -1.155 4.149 0.645
H -1.262 4.262 -0.311
H -2.036 4.436 0.901
O 1.588 -2.921 2.801
H 1.894 -3.386 3.576
H -1.171 -1.651 3.101
O 2.881 -5.578 -1.297
H 2.065 -5.881 -1.716
H 3.346 -5.203 -2.056
O -0.929 -1.110 -1.636
H -1.494 -1.498 -2.307
H -1.468 -0.511 -1.113
O 1.484 5.176 -1.014
H 2.285 5.651 -1.254
H 1.725 4.254 -1.137
O -2.491 0.589 0.402
H 1.167 -3.417 2.089
H -2.679 0.373 1.313
O 4.396 -1.241 0.900
H 4.273 -1.831 0.148
H 4.005 -1.747 1.624
O 2.518 0.857 -0.958
H 1.651 0.645 -1.345
H 3.038 0.049 -1.020
O -1.500 -0.513 -4.806
H -1.697 0.004 -5.596
H -0.686 -0.949 -5.090
O 0.972 1.589 4.657
H 0.432 2.294 4.283
H 0.337 1.102 5.193
O -4.520 -0.494 -2.840
H -5.132 -1.234 -2.984
H -4.241 -0.477 -3.772
H 2.020 1.504 0.163
H 1.820 1.340 1.753

## Properties
**HOMO-LUMO gap**: 11.014 eV
**E_HOMO**: -13.32 eV
**Net charge**: +1

Which of them is least stable? Easy: 2.

1.
Density functional theory data (ωB97M-V/def2-TZVPD) for a 2-piece molecular cluster, C4H8N3 overall.

Positions of all 15 atoms, in Å:
C -1.406 -1.557 -0.216
C -0.198 -2.096 -2.142
C 0.991 -0.138 0.415
C -0.550 1.611 1.045
N -2.135 -1.387 0.657
N -0.374 -1.551 -1.019
N 0.148 0.371 1.228
H -0.951 -2.695 -2.648
H 0.757 -1.953 -2.634
H 1.515 -1.049 0.658
H 1.284 0.413 -0.469
H -0.250 2.094 0.118
H -1.628 1.430 1.035
H -0.336 2.274 1.886
H -0.124 -0.146 2.067

## Properties
**HOMO-LUMO gap**: 10.546 eV
**E_HOMO**: -14.97 eV
**Net charge**: +1

2.
Density functional theory data (ωB97M-V/def2-TZVPD) for an isolated ion of composition C4H8N3 and charge +1.

Positions of all 15 atoms, in Å:
C -1.954 0.362 0.046
C -3.232 0.560 0.093
C 0.191 -0.965 -0.132
C 1.537 -0.548 0.523
N -0.830 -0.036 0.143
N 1.332 1.746 0.162
N 1.850 0.662 -0.166
H -3.832 0.982 -0.698
H -3.825 0.495 1.096
H 0.476 -1.057 -1.221
H -0.002 -2.026 0.195
H 1.511 -0.260 1.557
H 2.226 -1.367 0.380
H 1.516 2.616 -0.346
H 2.372 0.549 -0.997

## Properties
**HOMO-LUMO gap (spin up / spin down)**: 5.960 / 5.962 eV
**Structure (SMILES)**: [H]/N=[NH+]/CCN=C=C
**E_HOMO (spin up / spin down)**: -12.05 / -12.05 eV
**Net charge**: +1

Which of them is least stable? Easy: 2.

1.
Density functional theory data (ωB97M-V/def2-TZVPD) for a 2-piece molecular cluster, C4H13N2O2 overall.

Positions of all 21 atoms, in Å:
N -2.200 -2.641 0.321
C -1.380 -1.437 0.779
C -0.365 -1.172 -0.338
N 0.229 -0.006 -0.453
C 0.045 1.148 0.419
C 1.094 0.259 -1.615
O -0.208 -2.118 -1.122
H -3.156 -2.494 0.658
H -1.838 -3.440 0.814
H -2.130 -2.795 -0.689
H -0.898 -1.777 1.692
H -2.064 -0.627 0.996
H -0.942 1.252 0.859
H 0.824 1.250 1.174
H 0.126 2.043 -0.200
H 0.513 0.662 -2.437
H 1.907 0.924 -1.324
H 1.636 -0.655 -1.855
H 3.549 3.362 0.949
H 2.598 4.610 0.711
O 2.659 3.651 0.662

## Properties
**HOMO-LUMO gap**: 9.939 eV
**E_HOMO**: -13.41 eV
**Net charge**: +1

2.
Density functional theory data (ωB97M-V/def2-TZVPD) for a 2-piece molecular cluster, C4H13N2O2 overall.

Positions of all 21 atoms, in Å:
N 0.679 1.637 1.094
C 0.345 1.025 -0.215
C 0.815 -0.440 -0.080
N 0.517 -1.500 -0.814
C -0.202 -1.635 -2.088
C -1.668 -2.095 -2.036
O 1.687 -0.564 0.805
H 1.411 0.930 1.433
H -0.192 1.693 1.665
H 1.149 2.534 1.005
H -0.717 1.111 -0.406
H 0.924 1.508 -0.996
H 1.170 -2.240 -0.589
H 0.028 -0.676 -2.619
H 0.311 -2.389 -2.684
H -1.860 -2.610 -1.092
H -1.884 -2.757 -2.875
H -2.356 -1.248 -2.084
H -2.252 2.912 2.295
H -1.158 3.229 3.281
O -1.490 2.512 2.727

## Properties
**HOMO-LUMO gap**: 10.797 eV
**E_HOMO**: -13.93 eV
**Net charge**: +1

3.
Density functional theory data (ωB97M-V/def2-TZVPD) for a 2-piece molecular cluster, C4H13N2O2 overall.

Positions of all 21 atoms, in Å:
O -2.958 -0.201 0.027
C -2.244 0.291 -0.834
C -1.285 -0.555 -1.693
N -0.679 -1.624 -0.845
H -2.185 1.363 -1.159
H -1.863 -1.069 -2.482
H -0.510 0.087 -2.119
H -0.341 -2.427 -1.385
H 0.073 -1.308 -0.163
H -1.384 -2.021 -0.280
C 1.520 0.019 1.654
O 1.324 -1.225 0.942
C 1.464 1.294 0.889
N 0.278 1.388 -0.006
H 0.701 0.007 2.431
H 2.402 -0.036 2.305
H 2.060 -1.284 0.332
H 1.598 2.132 1.649
H 2.395 1.507 0.326
H 0.155 2.392 -0.235
H -0.525 1.271 0.646

## Properties
**HOMO-LUMO gap**: 10.689 eV
**E_HOMO**: -14.14 eV
**Net charge**: +1

Which of them is least stable? Easy: 3.